# 1
A cluster of 2 separate species, C2H4BFO in total in a non-equilibrium geometry. Source: the OMol25 dataset; level of theory: wB97M-V/def2-TZVPD.

Geometry (Å):
B 1.38436 1.93387 0.48416
C -2.84874 -0.32483 -0.33543
C -2.36958 0.10646 0.75397
O -3.35164 -0.81101 -1.24930
F 1.06941 1.02581 1.33150
H 2.42074 2.09399 0.00714
H 0.47762 2.51659 0.08232
H -2.37956 1.13896 0.87208
H -1.46349 -0.28618 1.25306

The total energy is -278.5300 Eh. For the highest occupied orbital energy, the calculation gives -9.50 eV. As for the SMILES: C=C=O.BF.



# 2
A structure of composition C12H30N2NaO8P in a non-equilibrium geometry. Source: the OMol25 dataset; level of theory: wB97M-V/def2-TZVPD.

Geometry (Å):
Na -0.30283 1.19057 0.08532
P 0.38416 3.46978 1.44149
O 0.21874 4.41661 0.19326
O 1.39048 2.31773 0.97436
O -1.00560 2.77687 1.72106
O 0.96474 4.18417 2.65526
C -4.23206 0.30651 -2.37679
O -3.40702 1.27229 -1.77762
C -2.92485 2.23195 -2.70065
C -2.10272 3.27632 -1.98970
N -0.80359 2.81456 -1.61415
C 0.13418 2.69283 -2.71941
C 1.39119 1.98283 -2.26574
O 1.06316 0.67099 -1.82844
C 2.21474 -0.03519 -1.46265
H -3.71154 -0.20534 -3.20155
H -5.14242 0.75359 -2.80440
H -4.48024 -0.41022 -1.59813
H -3.76495 2.68305 -3.25756
H -2.29619 1.73835 -3.45951
H -2.62170 3.65650 -1.10734
H -2.02834 4.17309 -2.65285
H -0.33629 3.49798 -0.90636
H 0.37981 3.69710 -3.10564
H -0.28723 2.07172 -3.52072
H 1.96266 2.54974 -1.52342
H 2.00936 1.90274 -3.18692
H 2.82329 0.54119 -0.75501
H 2.86874 -0.22217 -2.33945
H 1.92802 -0.99418 -1.03426
C 1.69399 -5.37453 0.48049
O 1.25457 -4.66081 1.59405
C 2.28579 -4.23865 2.45893
C 2.05263 -2.82218 2.92230
N 1.92498 -1.93343 1.77672
C 1.46892 -0.57278 2.12255
C -0.00590 -0.48338 2.47692
O -0.76739 -1.10654 1.42170
C -2.15408 -0.94916 1.62875
H 2.44200 -6.13699 0.73706
H 2.10524 -4.71911 -0.29816
H 0.83344 -5.89366 0.04754
H 3.26904 -4.29601 1.97224
H 2.35193 -4.91750 3.32365
H 2.91739 -2.47178 3.49481
H 1.16398 -2.78553 3.57507
H 1.27420 -2.35419 1.12445
H 1.64934 0.06035 1.25249
H 2.05956 -0.16721 2.94159
H -0.26449 0.59091 2.52986
H -0.23442 -0.97217 3.43494
H -2.51838 0.02185 1.27900
H -2.41357 -1.04748 2.69300
H -2.67447 -1.77198 1.12760

The charge is -2. The total energy is -1690.3521 Eh. For the highest occupied orbital energy, the calculation gives 0.78 eV.



# 3
The ion C8H11O4P with charge -2 in a non-equilibrium geometry. Source: the OMol25 dataset; level of theory: wB97M-V/def2-TZVPD.

Geometry (Å):
C 0.30901 0.65316 0.15827
C -0.80243 -0.20259 0.11020
C 1.95300 -1.12235 0.05146
C 1.59869 0.20755 0.24949
C 1.30280 -1.91013 -0.87774
C -2.06372 0.10527 -0.12989
C 2.68339 1.21272 0.74173
C -3.13302 -0.94544 -0.18685
O -2.26535 2.82535 0.38255
O -1.77304 1.89523 -2.05698
O -4.08481 1.78926 -1.06739
O 1.52844 -3.07859 -1.27232
P -2.66563 1.76843 -0.59287
H 0.10296 1.78081 0.44807
H -0.44908 -1.26191 0.06041
H 2.91960 -1.40555 0.45919
H 0.59657 -1.29353 -1.49239
H 2.17179 2.20267 1.01081
H 3.30190 1.55308 -0.05711
H 3.44870 0.75252 1.50076
H -3.76206 -1.02605 -1.02890
H -3.87918 -0.57958 0.50504
H -2.67389 -1.82937 0.07733
H -0.95498 2.32327 -1.83454

The charge is -2. The total energy is -953.7834 Eh. For the highest occupied orbital energy, the calculation gives 0.31 eV. As for the SMILES: CC(=C/C=C(/C)[P@](=O)([O-])O)/C=C/[O-].



# 4
A cluster of 2 separate species, C31H56N2O6S in total in a non-equilibrium geometry. Source: the OMol25 dataset; level of theory: wB97M-V/def2-TZVPD.

Geometry (Å):
C -0.63034 -2.04455 4.43542
C -0.22705 -0.88307 3.70935
C -0.28339 0.59279 2.91856
C -1.76023 1.31191 3.00520
C -1.74862 2.23303 4.35611
C -1.60162 1.40839 5.76972
C -1.34338 0.73408 7.00056
S -3.31727 3.29510 4.57645
O -3.05443 4.63422 5.30455
O -4.30614 2.48492 5.48618
O -3.99507 3.42633 3.02363
C -2.96210 3.58798 1.98968
C -1.92460 4.84046 2.22727
C -2.83531 6.21509 2.50958
C -2.64096 7.36446 1.34606
N -2.42512 8.73863 2.00350
C -2.17958 2.14770 1.61400
C -3.30534 1.27654 0.87750
C -2.92223 -0.05304 0.03555
C -2.18689 -1.26635 0.85635
C -2.64461 -2.68241 0.09292
C -1.41556 -3.75676 -0.07293
C -0.15744 -3.23883 -0.98668
C -0.04970 -3.91494 -2.47530
C 1.36522 -4.79642 -2.59695
C 1.53018 -5.42244 -4.10977
C 1.95689 -4.32396 -5.25430
C 3.41375 -4.64867 -5.97615
C 4.68594 -3.86668 -5.24872
O 6.00157 -4.45375 -5.58047
C 6.92340 -3.45385 -6.14552
O -0.96452 2.54212 0.99806
C -0.81009 2.54477 -0.42201
C -1.84066 3.41853 -1.33323
C -1.28070 4.98346 -1.52275
H -1.16701 -2.93646 5.02020
H 0.52224 1.25742 3.47061
H 0.06055 0.31789 1.81593
H -2.53465 0.42707 3.21262
H -0.77670 2.92246 4.28141
H -1.43224 0.27836 8.07543
H -3.56418 3.87947 0.99929
H -1.22872 4.73624 3.16203
H -1.27782 5.11600 1.26341
H -3.98265 5.99698 2.58066
H -2.50170 6.65670 3.55546
H -1.70203 7.18170 0.67262
H -3.57525 7.39307 0.60570
H -1.62690 8.55442 2.68282
H -2.01539 9.32369 1.21574
H -4.05849 0.90656 1.73203
H -4.01636 1.92302 0.16621
H -3.97277 -0.52296 -0.29782
H -2.38483 0.14237 -1.01297
H -2.49938 -1.37044 1.97925
H -1.03618 -1.17261 0.66684
H -3.45896 -3.18755 0.78003
H -3.16301 -2.46056 -0.95274
H -0.98741 -3.94348 1.02571
H -1.76681 -4.79243 -0.53892
H -0.17198 -2.05591 -1.13906
H 0.83546 -3.47191 -0.38136
H -0.99579 -4.51763 -2.80744
H 0.08519 -3.02333 -3.25714
H 1.39648 -5.66688 -1.78971
H 2.32363 -4.12968 -2.36642
H 0.53835 -5.97198 -4.45109
H 2.39215 -6.23076 -4.05289
H 1.92480 -3.20514 -4.88642
H 1.14485 -4.41447 -6.11869
H 3.61175 -5.81385 -6.09119
H 3.36397 -4.19177 -7.07782
H 4.71018 -2.74604 -5.64512
H 4.51446 -3.92768 -4.07473
H 6.89732 -2.41645 -5.57880
H 6.72354 -3.23372 -7.29996
H 8.04130 -3.82643 -6.08506
H -0.65749 1.41759 -0.78707
H 0.26319 3.03132 -0.64161
H -2.96344 3.39246 -1.03035
H -1.78773 2.95903 -2.43438
H -1.28833 5.22477 -2.69191
H -1.97298 5.78042 -1.01602
H -0.15303 5.10082 -1.19259
C 3.12827 -1.00070 0.16585
O 2.15702 -0.27710 0.34744
N 3.64993 -1.88483 1.08702
C 4.80466 -2.70843 0.79564
C 3.02358 -1.99393 2.38799
H 3.67956 -0.99721 -0.78885
H 4.52117 -3.76042 0.88926
H 5.59544 -2.47545 1.51417
H 5.17428 -2.52479 -0.21705
H 1.97982 -2.29520 2.25685
H 3.04893 -1.01635 2.87887
H 3.54418 -2.73006 3.00670

The total energy is -2173.1038 Eh. For the highest occupied orbital energy, the calculation gives -9.00 eV. As for the SMILES: C#CC[C@H]1[C@H](C#C)S(=O)(=O)O[C@@H](CCCN)[C@@]1(CCCCCCCCCCCCOC)OCCC.CN(C)C=O.



# 5
The molecule C7H12BrNOS in a non-equilibrium geometry. Source: the OMol25 dataset; level of theory: wB97M-V/def2-TZVPD.

Geometry (Å):
C -1.95311 -0.36542 -1.46836
C -2.37066 -1.45328 0.84284
C -2.35902 -0.17517 -0.02211
C 0.33363 -1.33565 0.04065
C 1.64517 -1.86798 -0.44958
C 0.54427 2.26790 0.48003
C 1.11229 0.90897 -0.08153
N -0.82680 -0.68627 -1.86301
O 0.27453 -0.09754 0.54083
S -0.87925 -2.50505 0.71773
Br -4.28777 0.32348 0.12875
H -2.79997 0.02817 -2.19468
H -2.43128 -1.20045 1.90626
H -3.23734 -2.21217 0.55906
H -1.73438 0.48133 0.64249
H 1.61344 -1.58211 -1.46565
H 1.58770 -2.93470 -0.36860
H 2.58371 -1.41148 0.15002
H 1.13036 2.88763 1.12807
H 0.15612 2.85928 -0.28700
H -0.25998 2.06684 1.18382
H 2.07657 0.83556 0.36267
H 0.89845 0.92501 -1.10001

The total energy is -3375.9569 Eh. For the highest occupied orbital energy (spin up / spin down), the calculation gives -7.38 / -7.38 eV.



# 6
A cluster of 3 separate species, C3H5NO4 in total in a non-equilibrium geometry. Source: the OMol25 dataset; level of theory: wB97M-V/def2-TZVPD.

Geometry (Å):
C -2.10841 1.07559 -0.43847
N -1.89096 -0.16484 0.24259
C 0.00205 -1.07051 0.12184
C 2.45369 -0.60660 0.50589
O 0.42720 -0.05446 0.64572
O 2.84789 -0.19877 -0.69460
O 0.02703 -2.10748 -0.40474
O 3.12413 -0.91152 1.43402
H 3.82554 -0.13940 -0.72452
H -2.13130 -0.07821 1.23030
H -1.68481 1.95988 0.05743
H -3.18914 1.28328 -0.52613
H -1.70291 1.01307 -1.44932

The total energy is -472.8929 Eh. For the highest occupied orbital energy (spin up / spin down), the calculation gives -10.15 / -7.86 eV.



# 7
The molecule C4H7NO2. Source: the OMol25 dataset; level of theory: wB97M-V/def2-TZVPD.

Geometry (Å):
C 0.22232 -0.00101 2.10795
C 0.25205 0.48047 0.68009
O 1.24810 -0.19195 -0.06284
C 0.77645 -0.18163 -1.40428
C -0.70674 -0.17099 -1.24563
N -1.46401 -0.52014 -2.18789
O -0.99835 0.18123 0.03061
H -0.57806 0.50325 2.65807
H 1.17746 0.21761 2.59391
H 0.05004 -1.08031 2.12390
H 0.38829 1.57411 0.61843
H 0.94264 -1.07908 -2.00709
H 1.13786 0.70551 -1.94441
H -2.44804 -0.43708 -1.96082

The total energy is -361.8355 Eh. For the highest occupied orbital energy, the calculation gives -10.29 eV. As for the SMILES: [H]/N=C1/CO[C@H](C)O1.



# 8
A cluster of 2 separate species, CH3Cl2NO in total in a non-equilibrium geometry. Source: the OMol25 dataset; level of theory: wB97M-V/def2-TZVPD.

Geometry (Å):
C -1.84160 0.79276 -0.24878
N 1.72504 -0.83527 0.19389
O -0.89762 0.98333 0.42407
Cl -3.12826 1.85035 -0.63984
Cl -2.11483 -0.70060 -1.17636
H 1.79282 0.15070 0.44234
H 1.74404 -1.36332 1.15039
H 2.72041 -0.87795 -0.14571

The total energy is -1090.2721 Eh. For the highest occupied orbital energy, the calculation gives -10.39 eV. As for the SMILES: O=C(Cl)Cl.N.